{
  "formula": "C5H9NO3S",
  "method": "wB97M-V/def2-TZVPD",
  "orbital_gap_ev": 9.42,
  "homo_energy_ev": -8.744,
  "energy_ev": -23796.580,
  "charge": 0,
  "multiplicity": 1,
  "symbols": ["C", "C", "C", "C", "C", "N", "O", "O", "O", "S", "H", "H", "H", "H", "H", "H", "H", "H", "H"],
  "coordinates": [[-0.428492, 0.024660, -0.119933], [0.031803, 1.261375, -0.111667], [-1.824022, -0.492987, 0.082816], [-0.712677, 2.564878, 0.033680], [0.724999, -2.234753, -0.120284], [0.665664, -0.839670, -0.542455], [3.151310, -0.268289, -0.703380], [2.099466, -0.184962, 1.578940], [1.382368, 1.415109, -0.326609], [2.033137, -0.079173, 0.122190], [-1.893585, -1.164195, 1.076116], [-2.203474, -1.064150, -0.775595], [-2.538699, 0.357156, -0.081987], [-0.431502, 3.017136, 0.917445], [-1.721261, 2.248475, -0.000844], [-0.608591, 3.123766, -0.919651], [1.751497, -2.545455, -0.511392], [0.544719, -2.317625, 0.981728], [-0.022667, -2.821292, -0.579112]],
  "forces_ev_per_angstrom": [[0.1, -1.0, -0.8], [-0.9, 2.0, 0.1], [-0.4, -0.5, 0.6], [0.3, -2.2, -2.8], [1.4, 0.2, 0.7], [0.3, 0.1, 1.3], [1.2, -0.5, -0.2], [0.0, 0.1, -2.5], [0.9, -1.7, 0.9], [-2.0, 1.8, 0.9], [-0.3, 1.9, -2.2], [0.7, -0.6, 0.2], [0.6, -0.6, 1.4], [0.4, 1.5, 1.6], [-1.3, 0.2, 0.6], [0.4, 0.2, 0.9], [-1.4, -0.3, 1.0], [0.7, -0.2, -0.7], [-0.8, -0.5, -0.9]],
  "lowdin_charge": [-0.2887, -0.3522, -0.0269, 0.0234, -0.0969, -0.1935, -0.2263, -0.2480, -0.1089, 0.7053, 0.1363, 0.0764, 0.0836, 0.0660, 0.0519, 0.1111, 0.1171, 0.1033, 0.0668]
}